Entry 1:
C3H9N3 in the gas phase. Source: the Open Molecules 2025 dataset; level of theory: ωB97M-V/def2-TZVPD.

Structure (ORCA input):
```
! wB97M-V def2-TZVPD RIJCOSX def2/J DEFGRID3
* xyz 0 1
C -0.41079 -0.78427 0.30884
N -0.15357 -1.97401 0.66851
H -2.47298 -0.30395 -0.13307
H 2.13431 -0.04324 1.00129
H -2.17766 -0.70401 1.46292
H -1.06600 0.72200 0.78585
H -0.82883 1.88200 -1.12246
C 0.29522 0.43150 -0.03941
H 2.20501 1.39337 -0.02736
N -1.80483 -0.25419 0.63171
H -0.40750 0.54587 -2.04231
N -0.18632 1.11582 -1.23662
C 1.80126 0.38303 0.05056
H 2.25676 -0.20584 -0.76096
H 0.81591 -2.20408 0.45249
*
```

Values from the calculation:
E_LUMO ... 0.69 eV

Entry 2:
A 2-piece molecular cluster, C3H9N3 overall. Source: the Open Molecules 2025 dataset; level of theory: ωB97M-V/def2-TZVPD.

Structure (ORCA input):
```
! wB97M-V def2-TZVPD RIJCOSX def2/J DEFGRID3
* xyz 1 2
H -2.02957 -1.29469 -1.67137
N 1.37529 -0.22728 -0.17487
H 1.40877 -0.15668 0.85851
H 1.11208 1.92371 1.67050
C 0.19913 -0.63848 -0.57059
H -0.54174 -1.14596 0.04542
H 0.62314 2.08627 3.43153
H -1.41366 -1.11828 -3.34726
C -1.46656 -0.67133 -2.35779
H -1.95708 0.29828 -2.45593
C 0.85282 1.41663 2.60100
H 0.55655 0.00522 -2.43706
H 0.56879 -0.13434 3.59963
N -0.11554 -0.49874 -1.84918
N 0.82759 0.15568 2.65747
*
```

Values from the calculation:
E_LUMO (alpha / beta) ... -3.64 / -7.71 eV
⟨S²⟩ ... 0.78

Entry 3:
A 2-piece molecular cluster, C3H9N3 overall. Source: the Open Molecules 2025 dataset; level of theory: ωB97M-V/def2-TZVPD.

Structure (ORCA input):
```
! wB97M-V def2-TZVPD RIJCOSX def2/J DEFGRID3
* xyz 2 1
C -0.05697 -3.30172 0.35860
H 0.81934 1.82127 -0.79930
C -0.83380 -1.08344 0.17012
H -2.58976 -1.72207 -0.52747
H -2.11544 -0.05196 -0.77661
N -1.87776 -0.94740 -0.49661
H -0.66779 -2.30682 1.95733
H 2.02053 4.37992 0.15594
H 0.10928 -3.21260 -0.64240
H 2.07521 3.79261 -1.45385
N 1.72625 3.70355 -0.51788
C 1.19589 2.64263 -0.11427
H 0.63132 2.67793 0.84831
N -0.59426 -2.24592 0.84844
H 0.15795 -4.14597 0.98965
*
```

Values from the calculation:
E_LUMO ... -8.44 eV

Entry 4:
C3H9N3O as an isolated structure. Source: the Open Molecules 2025 dataset; level of theory: ωB97M-V/def2-TZVPD.

Structure (ORCA input):
```
! wB97M-V def2-TZVPD RIJCOSX def2/J DEFGRID3
* xyz 0 1
H 0.57278 -0.47461 -1.38473
H 0.52711 2.21936 -0.52299
O -2.45055 0.24975 -1.10368
C 0.48879 -0.07081 0.74800
H 2.36354 -1.10376 0.50043
N -1.19617 -0.82194 0.78736
C 1.42556 -1.19046 1.05292
H 1.62971 -1.26539 2.11924
C 0.10796 0.21417 -0.67139
H 0.92895 -2.11622 0.73512
H 0.57727 1.64306 -2.05046
N 0.08876 1.56957 -1.16492
H -2.04820 -0.58742 1.30193
H -2.24594 1.18400 -1.28531
N -1.29988 -0.25142 -0.46115
H 0.53033 0.80212 1.39963
*
```

Values from the calculation:
E_LUMO (alpha / beta) ... 0.89 / 0.89 eV

Entry 5:
C3H9N3O in the gas phase. Source: the Open Molecules 2025 dataset; level of theory: ωB97M-V/def2-TZVPD.

Structure (ORCA input):
```
! wB97M-V def2-TZVPD RIJCOSX def2/J DEFGRID3
* xyz 0 1
H 0.39871 1.98757 -1.39371
H -1.33559 2.24621 -1.50564
H 2.02749 -0.48060 -0.52113
C -0.82658 0.75785 -0.06984
C -0.51927 2.04152 -0.80564
H 0.93674 -1.60567 1.50924
N -0.33530 -2.29180 -0.00888
N 0.25402 -0.05079 0.28685
H 2.10698 0.42514 0.83501
H -0.77645 -1.18420 1.72969
H -0.44884 2.85970 -0.08466
H 0.20166 -2.08264 -0.84688
H -1.30270 -2.08872 -0.27362
C 0.02131 -1.30298 0.98998
O -1.99125 0.46187 0.19901
N 1.58907 0.30752 -0.03979
*
```

Values from the calculation:
E_LUMO ... 0.79 eV
SMILES string ... CC(=O)N(N)CN

Entry 6:
C3H9N3O in the gas phase. Source: the Open Molecules 2025 dataset; level of theory: ωB97M-V/def2-TZVPD.

Structure (ORCA input):
```
! wB97M-V def2-TZVPD RIJCOSX def2/J DEFGRID3
* xyz 0 1
N -0.07877 -0.91982 -0.07041
C -0.57355 1.21287 1.05326
H -0.05847 2.13767 1.29561
N 2.33234 -0.50888 0.17350
C 0.27877 0.43105 0.07166
H 3.29345 -0.45068 0.53458
H -1.63494 -0.68695 -1.51635
C -1.40434 -1.20352 -0.57536
H -1.49770 -2.27780 -0.73524
H 0.87649 -1.41120 -0.38763
H -2.15138 -0.89620 0.15813
H 0.83394 0.74430 -1.83365
N 1.70016 0.52657 0.45284
H -1.53303 1.42946 0.59280
H -0.72100 0.62873 1.95805
O 0.33805 1.24438 -1.17178
*
```

Values from the calculation:
E_LUMO ... 0.60 eV
SMILES string ... [H]/N=N/[C@@](C)(O)NC

Entry 7:
C3H9N3O in the gas phase. Source: the Open Molecules 2025 dataset; level of theory: ωB97M-V/def2-TZVPD.

Structure (ORCA input):
```
! wB97M-V def2-TZVPD RIJCOSX def2/J DEFGRID3
* xyz 0 1
H 0.32981 -1.02736 -2.04318
H -0.98444 -1.10506 1.98224
H 1.47413 0.98558 2.07567
H 0.45810 -1.69374 1.50830
C -1.99297 -0.00451 -0.19899
H 1.32590 1.71988 0.62961
H -2.57196 0.10513 -1.10814
C -0.71545 0.40413 -0.15940
H -2.47380 -0.45162 0.66010
H 1.76399 -0.24136 -1.26073
C 0.85244 -0.08945 -1.84128
N 0.17518 0.13656 0.90064
N -0.00972 -0.85358 1.84521
H 1.13760 0.36754 -2.78992
O -0.14021 0.94219 -1.27776
N 1.37140 0.80565 1.07762
*
```

Values from the calculation:
E_LUMO ... 0.99 eV
SMILES string ... C=C(OC)N(N)N

Entry 8:
C3H9N3O as an isolated structure. Source: the Open Molecules 2025 dataset; level of theory: ωB97M-V/def2-TZVPD.

Structure (ORCA input):
```
! wB97M-V def2-TZVPD RIJCOSX def2/J DEFGRID3
* xyz 0 1
H 1.35222 -0.65031 -1.49952
H -1.30409 -0.31194 -1.81641
H -1.97631 0.72912 -0.54184
N 1.30800 0.16706 -0.89777
C -1.10074 0.53547 -1.15837
O -0.87985 1.62995 1.40820
H 0.33793 -2.16603 0.18808
C -0.14193 -1.41180 0.81761
H -0.88921 1.42681 -1.75737
N 0.02396 0.19517 -0.28942
H 1.39416 -1.12865 2.01639
H 1.45090 1.00610 -1.45901
N 0.41768 -0.87588 1.89084
H 1.13706 1.34381 1.21424
H -1.22770 -1.51063 0.82176
C 0.09793 1.02175 1.06258
*
```

Values from the calculation:
E_LUMO ... 0.66 eV

What ΔE to the lowest compared entry with this formula, charge and spin values result from the calculations? In sequence: 82.4 25.9 58.4 145.2 32.4 62.6 101.4 104.4 kcal per mole.